Record 1
# C3H6IN2O

The ion C3H6IN2O with charge +1 (ωB97M-V/def2-TZVPD, the OMol25 dataset).

Values from the calculation:
Lowest unoccupied orbital energy   -3.3 eV
Orbital gap   10.2 eV
Charge   +1
Structure (SMILES)   [NH2+]=C1NC[C@H](I)O1
Multiplicity   1

```
13
Properties=species:S:1:pos:R:3:forces:R:3
H 0.7097 2.2178 -0.5789 0.3661 -1.5204 -0.3901
N -1.3796 -1.7647 -0.2965 0.1290 0.3465 -0.3282
C 0.2930 1.3800 0.0281 -0.0909 2.8466 1.3344
H -1.2777 0.6870 -1.3547 -1.0294 1.0446 -1.2224
H 1.6511 0.5555 1.7298 -1.3689 -0.2165 -0.9814
C -0.5730 -0.6960 -0.1726 -0.6552 -2.0299 0.9935
C 1.2435 0.3549 0.6997 0.4923 -0.1972 0.2454
H -2.1702 -1.9774 -0.9538 1.3527 0.7621 1.0833
H -0.2404 2.0980 0.7432 0.4432 -1.5778 -0.0846
H -1.0971 -2.4318 0.4201 -0.4999 -0.4092 -0.6827
N -0.6771 0.5251 -0.6044 0.7371 -0.8010 0.0798
I 3.0848 -0.0384 -0.3151 -0.2045 0.0791 -0.2616
O 0.4330 -0.9101 0.6550 0.3283 1.6730 0.2145
```
Forces are in eV/Å.

Record 2
# C2HBrCl2O

An isolated molecule of C2HBrCl2O (ωB97M-V/def2-TZVPD, the OMol25 dataset).

Values from the calculation:
Lowest unoccupied orbital energy   -0.1 eV
Orbital gap   10.7 eV
Structure (SMILES)   O=C(Cl)[C@H](Cl)Br
Multiplicity   1

```
7
Properties=species:S:1:pos:R:3:forces:R:3
Cl 1.5283 -0.4827 1.5585 -1.6644 -0.1163 -1.0326
Cl -0.7469 2.0927 0.8208 0.4514 -0.5326 0.4693
O -1.3166 0.6376 -1.1628 0.0331 -0.7919 0.1933
C -0.6728 0.6356 -0.1743 1.0155 0.0770 0.2124
H -0.4056 -1.3875 0.2309 -0.2222 -1.4310 0.7978
C 0.3323 -0.6358 0.1962 0.1442 3.1080 -0.6867
Br 1.2814 -0.8600 -1.4693 0.2423 -0.3132 0.0465
```
Forces are in eV/Å.

Record 3
# C2H5N5

An isolated molecule of C2H5N5 (ωB97M-V/def2-TZVPD, the OMol25 dataset).

Values from the calculation:
Lowest unoccupied orbital energy   0.9 eV
Orbital gap   9.5 eV
Structure (SMILES)   [H]/N=c1/[nH]nnn1C
Multiplicity   1

```
12
Properties=species:S:1:pos:R:3:forces:R:3
C 0.5997 0.6953 -0.0413 -0.4837 -1.4793 0.0705
H -1.9433 -0.0623 0.9193 0.1615 -0.2898 -0.1690
H -2.0622 -0.1640 -0.8493 -0.1878 0.3942 -0.5683
N 0.6493 -1.6063 0.0061 1.1480 1.3011 -0.0772
N 1.8390 -1.1590 0.0281 0.3458 -2.0769 -0.0134
N -0.1368 -0.5110 -0.1004 -1.0195 2.4113 0.3334
H -1.7222 -1.6182 0.0257 -0.8965 -0.8998 0.3168
C -1.5759 -0.5668 0.0146 0.8191 -0.1004 0.3864
N 0.3794 1.9346 -0.0030 -0.4137 0.8149 0.1256
H 2.7113 0.6874 -0.1521 -0.8372 -0.6092 0.3840
N 1.8403 0.1642 0.0139 1.7033 0.6145 -0.5257
H -0.5789 2.2061 0.1383 -0.3395 -0.0804 -0.2631
```
Forces are in eV/Å.

Record 4
# C19H18N4O3PdS2Se

A structure of composition C19H18N4O3PdS2Se (ωB97M-V/def2-TZVPD, the OMol25 dataset).

Values from the calculation:
Lowest unoccupied orbital energy (alpha / beta)   -0.5 / -2.8 eV
<S²>   6.0607
Orbital gap (alpha / beta)   7.6 / 5.6 eV
Multiplicity   5

```
48
Properties=species:S:1:pos:R:3:forces:R:3
H -0.0580 -0.2242 2.9513 0.0133 -0.0353 -0.0343
H 0.8059 -0.8386 -5.1994 0.0101 0.0099 0.0598
C -0.9041 4.4771 -1.3444 0.3601 -0.1236 -0.0352
O -0.0748 0.1013 -3.0702 -0.1044 0.1487 -0.1345
C -0.9959 1.1844 0.9756 -0.1110 -0.2649 0.4016
H -3.2283 -4.6415 4.0262 0.0333 0.0298 -0.0242
C -0.8639 -2.4942 1.8677 -0.0499 -0.0435 -0.0520
H -2.4102 -2.4798 4.8754 0.0202 -0.0291 -0.0412
H -0.7042 5.5058 -1.6370 0.0550 0.0513 0.0335
N 0.3445 1.1067 0.7461 -0.4038 -0.1762 -0.1756
N -1.3603 1.9734 2.0155 0.2797 0.1300 -0.3490
H -0.1282 -0.9159 4.5700 0.1100 -0.0290 -0.0053
H 3.7173 -0.2706 0.1586 -0.0009 0.0143 0.0237
H -0.2134 -1.8844 1.2540 0.0299 0.0393 -0.0432
C 1.7796 0.1362 -0.7197 0.1253 0.0943 -0.4595
C 1.1271 -0.2733 -3.1465 0.2818 -0.0704 0.1622
C 3.7854 -1.1674 -3.5716 -0.0462 -0.0506 -0.1595
Se -2.6580 3.3416 4.0138 0.0667 -0.0472 -0.0408
S -1.9882 0.4441 4.2162 -0.1478 0.0268 -0.1317
H 3.1106 -1.6119 -5.5931 0.0113 0.0120 0.0472
C -1.8565 1.8412 3.1525 -0.1268 -0.2070 0.4049
H 4.1798 -0.6652 -1.5769 -0.0015 -0.0312 -0.0135
O -3.1510 4.9914 -1.8232 0.1175 -0.1028 -0.0370
C 2.8210 -1.2302 -4.6208 0.2199 -0.0385 0.0571
C 1.5532 -0.8104 -4.4164 -0.0541 0.0429 0.1346
C -2.0979 -2.8260 3.8946 -0.0170 0.0256 -0.0015
C -0.7039 -0.7337 3.6638 -0.0741 -0.0796 -0.0011
H 0.3320 3.7295 -2.8167 0.0461 0.0426 -0.0392
C -2.5621 -4.0420 3.4173 0.0396 0.0240 -0.0569
H 2.5970 0.6391 1.1862 -0.0041 0.0193 0.0166
C -2.3068 4.1171 -1.8093 -0.5287 -0.6340 -0.1991
S -2.2146 0.3886 0.0820 0.0361 0.0781 0.3770
O -2.5115 2.8612 -2.1186 0.0236 0.4453 0.2029
C 3.4261 -0.7057 -2.3468 -0.1479 0.0153 -0.0822
N 0.6117 0.7183 -0.4964 -0.2298 -0.0692 0.6553
C -2.1750 -4.4906 2.1575 0.0009 0.0363 0.0618
H -2.5376 -5.4405 1.7831 0.0087 0.0505 0.0183
C 2.6805 -0.1528 0.4473 -0.0396 0.0982 -0.0265
N 0.1087 3.5259 -1.8506 -0.1679 -0.0218 -0.1896
C -1.3256 -3.7148 1.3841 0.0058 0.0763 0.0247
C -1.2448 -2.0379 3.1228 -0.0038 0.0951 0.0383
H 0.9659 3.5716 -1.3161 0.0410 -0.0054 0.0283
H 2.3614 -1.0806 0.9258 -0.0368 -0.0283 0.0307
H 4.8040 -1.4896 -3.7502 -0.0717 0.0211 -0.0187
Pd -1.0059 1.4428 -1.7503 0.4157 0.4505 -0.4952
H -0.9048 4.4183 -0.2551 0.0100 0.0319 0.0397
C 2.1042 -0.2454 -2.0539 0.0106 -0.0444 -0.0459
H -1.0302 -4.0484 0.3955 -0.0046 0.0227 0.0740
```
Forces are in eV/Å.

Record 5
# C38H38AsBO5V

A structure of composition C38H38AsBO5V (ωB97M-V/def2-TZVPD, the OMol25 dataset).

Values from the calculation:
Lowest unoccupied orbital energy (alpha / beta)   -7.6 / -7.1 eV
<S²>   0.7876
Orbital gap (alpha / beta)   6.5 / 7.0 eV
Charge   +2
Multiplicity   2

```
84
Properties=species:S:1:pos:R:3:forces:R:3
H -3.8038 1.3952 -4.1397 -0.0605 0.1078 -0.0722
H -0.9548 -0.7319 1.5330 0.4272 0.7361 0.0982
H -3.8873 1.4558 -0.4295 0.0490 -0.1277 0.2022
H -2.3420 -1.9619 -3.2323 0.2957 0.0421 -0.2105
H 0.9429 4.3759 -3.1192 -0.1719 0.3145 -0.0753
C -2.9560 0.0203 2.4639 0.9978 1.2127 0.5379
C -4.4443 0.6197 4.2545 0.0373 0.8109 -0.8068
H -5.3627 0.4625 4.7975 -0.0309 -0.0469 0.1149
H -4.8553 -0.8906 2.7375 0.1579 0.1755 0.3697
C 1.1188 1.0568 -2.4789 0.9412 0.6894 0.4915
C 6.1492 -0.4249 1.4270 -0.0940 -0.3870 -0.6918
H 8.0708 -1.2686 0.8557 -0.4460 0.1632 0.0366
C 1.7704 -3.3595 -3.9204 -0.6237 -0.5631 -0.1131
C 3.0493 2.2057 -1.5241 -1.3807 -0.6649 -0.8345
C -3.4664 0.3834 -2.2587 -0.1094 0.2303 -0.9795
C 4.3918 -0.8692 -0.1827 -0.4358 0.3402 0.5087
H 0.7319 0.1396 -2.8548 -0.6194 -0.7237 -0.2198
H 7.2420 -2.2901 -1.2277 0.1258 0.1592 0.1681
H -3.8971 2.3580 5.3711 0.0336 0.2606 0.1215
H -4.3850 2.3352 -1.8254 0.0363 0.2987 -0.5683
C 2.6824 1.7776 3.9932 0.1652 -0.5824 0.5593
H 4.9060 -1.9908 -1.9154 0.1515 -0.2335 0.0384
O -1.9745 -0.9932 -0.9104 -0.8190 0.4718 0.2614
H 3.0824 4.3024 -2.0015 0.1491 -0.1894 -0.0058
H 3.9801 2.1968 -1.0089 0.5265 0.0903 0.4551
C -0.6701 1.2014 2.3570 1.0498 -0.6378 -0.9003
C 2.5376 3.3693 -2.1135 0.5310 0.6317 0.5545
C 5.2593 -1.5855 -0.9752 -0.0998 0.0733 -0.5097
H -0.4143 2.2656 -3.3387 0.5926 0.1166 0.0175
C -2.0346 1.0089 2.8847 -1.8447 -0.2171 0.3438
H 0.4496 -2.7217 -0.3383 -0.1525 0.0804 -0.0313
H -4.3550 -0.6466 0.2831 0.0812 -0.2756 0.0277
C -4.1604 -0.1409 3.1235 -0.1604 -0.3522 0.2449
C -3.1618 -2.1866 -2.5622 0.5040 -0.3353 -0.0638
C -3.6219 1.7194 4.5519 -0.8973 -1.0808 0.2933
C -2.4536 1.9026 3.8643 1.9200 0.8133 0.5527
H -4.9378 0.0328 -3.8320 0.4860 0.4082 0.0306
H 3.5807 2.3336 3.9114 0.6566 0.5837 -0.4263
C 0.1167 -3.7902 -2.1769 -0.0312 -0.3396 0.5834
C 2.6535 0.8305 5.0313 -0.8370 0.4483 -0.7446
H -2.7524 -0.5791 1.6109 0.0879 -0.5749 -0.6075
H 2.2127 -3.6141 -4.8836 -0.3400 0.0816 0.1838
H 1.4791 -0.6348 6.0359 -0.2052 -0.0090 0.3571
H -5.3622 -1.2855 -0.9450 -0.9224 -0.0358 -0.5420
V 0.4194 0.6799 -0.3238 0.0496 -1.3716 0.1073
H -0.5264 -0.2400 4.6751 -0.1309 0.1292 -0.0693
O -0.0270 2.3077 0.1678 -0.1767 -0.1592 0.7862
H -4.2807 -2.4066 -0.1823 0.1555 0.3351 0.0758
C -0.5915 2.4398 1.4200 0.3032 -0.8014 -0.0684
C 1.6095 1.9484 3.1353 -0.6134 -0.2250 0.0440
H -1.7210 2.6976 4.1705 -1.0491 -0.7251 -0.2904
O -0.3810 0.0625 1.4074 0.1847 -0.1520 -0.6109
H -4.0221 -2.3396 -3.1874 -0.5689 -0.2429 -0.1019
H -2.8832 -3.1135 -2.0272 -0.4075 0.4812 -0.1839
O -0.9703 3.4752 1.7879 -0.7230 1.9928 0.6420
C 1.4754 0.1401 5.2910 0.5181 -0.0878 -0.3490
C -3.8882 0.3872 -3.7525 -0.5986 -0.8217 0.9775
C 0.4650 1.2044 3.3987 -1.0455 -0.1745 -0.6055
C -4.3873 -1.3724 -0.5301 0.8723 0.1445 0.0187
H -0.7353 -4.3676 -1.7885 0.4799 0.3313 -0.3016
As 2.5253 -0.7156 -0.7478 0.6813 0.6930 0.2767
C 1.8404 -2.1165 -1.8866 -0.6670 0.1025 0.3081
C 2.3253 1.0156 -1.7340 0.2716 -0.3994 -0.3316
C 0.5887 2.2775 -2.8906 -1.2726 -0.3430 -0.7576
B -1.4409 0.1601 -1.3431 0.5639 -0.2781 0.5006
C 4.8178 -0.2853 1.0249 0.0598 -0.3882 -0.2714
C 0.6698 -4.0629 -3.4084 0.2491 -0.2930 -1.0145
C -4.3047 1.3406 -1.4279 0.6467 -0.4643 0.2031
C 2.2893 -2.3285 -3.1873 0.1209 0.3026 0.4010
H 0.2488 -4.8389 -4.0327 -0.1006 -0.0909 0.0691
H -3.2987 -0.3062 -4.3536 0.1467 0.2300 0.0895
C 0.3648 0.3453 4.4904 0.2386 -0.1360 -0.2467
H 1.5448 2.6204 2.2672 0.7399 -0.0532 0.6358
H -5.2723 0.9012 -1.3410 -0.8955 0.0063 0.1374
C 0.7460 -2.8546 -1.3719 0.8726 0.5896 -0.0535
H 6.5353 -0.0606 2.3774 -0.3295 0.1321 -0.2471
C -3.3481 -1.0486 -1.6003 0.5166 -0.3583 0.5235
H 3.5363 0.6296 5.6084 0.2069 0.1234 0.2100
O -2.0806 0.9056 -2.2300 -0.2639 0.2478 -0.1802
C 7.0201 -1.1291 0.5802 0.5302 0.0440 0.6902
H 4.0794 0.2131 1.6243 -0.0551 0.2537 0.4264
C 1.3070 3.4408 -2.7467 0.4173 -0.4873 0.3692
C 6.5852 -1.7088 -0.5900 -0.2535 -0.2698 -0.4973
H 3.0120 -1.6807 -3.6348 0.6041 0.2200 -0.0611
```
Forces are in eV/Å.

Record 6
# C13H19ClN2O2S

An isolated molecule of C13H19ClN2O2S (ωB97M-V/def2-TZVPD, the OMol25 dataset).

Values from the calculation:
Lowest unoccupied orbital energy   0.7 eV
Orbital gap   8.5 eV
Structure (SMILES)   COCCN(CCOC)C(=S)Nc1ccccc1Cl
Multiplicity   1

```
38
Properties=species:S:1:pos:R:3:forces:R:3
H -2.4515 1.8011 -1.9969 0.0207 0.0122 -0.0055
H 3.1278 -0.3086 0.9064 -0.0310 0.0052 -0.0003
H 2.5949 -0.1194 -1.3518 -0.0392 0.0413 0.0228
H 2.1943 2.3858 1.0462 -0.0021 0.0109 0.0148
C 1.4482 -4.3138 0.4612 0.0713 -0.0710 0.0433
H 3.1195 1.5585 2.3255 -0.0200 -0.0083 -0.0165
H 1.5326 2.2835 2.6950 0.0586 0.0765 -0.0310
S -1.9397 -0.7590 -1.9903 -0.6081 -0.2561 -0.2807
H -3.6606 3.0701 2.6058 0.0112 -0.0001 0.0898
N -0.8464 0.7766 -0.1240 0.7086 -0.1002 0.3648
H -0.2210 0.7299 0.6813 0.0670 0.0551 -0.1709
C -3.8053 2.8987 -0.7635 0.0654 -0.0254 0.0084
C -0.6805 -0.1709 -1.0932 -0.0652 -0.1767 -0.3468
H 0.8339 -4.4696 1.3453 0.0628 -0.0747 0.0174
H 1.5444 1.1798 -0.7694 0.1008 -0.0873 -0.0261
H 1.7017 -3.7265 -2.0335 0.0490 0.1097 0.0317
O 0.9281 -3.1869 -0.1940 -0.2039 0.1838 -0.2116
C -4.1556 3.2606 0.5260 -0.0063 0.0001 0.1291
C 2.1131 1.7573 1.9402 0.0433 0.1180 0.0161
H -0.0934 -2.1362 -2.4400 0.2775 0.0674 -0.0273
H 2.4920 -4.1541 0.7624 -0.0262 -0.0251 0.0143
Cl -1.4119 1.3854 2.7251 -0.0672 0.0038 0.0943
C -3.4080 2.7953 1.5936 -0.0922 0.0708 -0.0573
H 1.6319 -1.2886 0.9336 0.1617 0.0745 -0.0982
C -2.7217 2.0730 -0.9901 0.0186 0.1121 0.0185
C -2.3296 1.9610 1.3656 0.0165 -0.0978 -0.2106
N 0.5975 -0.5949 -1.2860 -0.1977 0.2397 0.2912
H 2.6540 -2.5353 -1.1152 -0.0230 -0.0734 -0.0092
C 1.7315 0.1014 -0.7199 0.1728 0.0515 0.4249
H 1.4570 -1.4518 -2.9884 -0.0459 -0.0200 0.0128
H -5.0032 3.9037 0.7047 -0.0771 0.0607 0.0274
H 1.4000 -5.2029 -0.1789 0.0052 0.0089 0.0335
C 2.0426 -0.2941 0.7406 0.1988 -0.1138 -0.1830
C 1.6281 -2.8532 -1.3678 -0.0089 0.2125 -0.0682
H -4.3756 3.2651 -1.6031 -0.0441 0.0326 -0.0845
O 1.4277 0.5549 1.6855 -0.1526 -0.1415 0.0624
C -1.9693 1.5725 0.0713 -0.4595 0.3201 0.0917
C 0.8725 -1.7482 -2.1091 0.0604 -0.5958 0.0185
```
Forces are in eV/Å.

Record 7
# C3H11NOS2

A cluster of 2 separate species, C3H11NOS2 in total (ωB97M-V/def2-TZVPD, the OMol25 dataset).

Values from the calculation:
Lowest unoccupied orbital energy   0.7 eV
Orbital gap   9.6 eV
Structure (SMILES)   NCCCSS.O
Multiplicity   1

```
18
Properties=species:S:1:pos:R:3:forces:R:3
C 1.0379 0.4808 -0.2727 0.7697 0.6339 0.1561
H -0.1019 2.4131 -0.7614 0.9343 -0.2873 -0.4763
H 1.4814 0.7272 0.6981 0.0442 -0.0193 -0.1995
H -2.0203 1.8721 0.6908 1.0479 1.1441 -0.0230
H -0.6778 0.7921 -1.4259 0.1403 1.2029 0.6102
O -1.2414 -3.2258 -0.0395 -0.0740 0.0669 -0.5620
H 4.2933 -0.3633 -0.3042 0.4989 -0.0224 0.2627
S 4.0971 0.9355 -0.5503 -0.0901 -0.2033 0.2255
N -1.7224 -0.0922 0.6642 -0.5687 -0.9440 0.2973
C -1.1068 1.2684 0.6707 -1.0950 -2.3862 -1.3882
H -1.8012 -0.5501 -0.2403 1.0514 0.2252 -0.2184
H -0.3107 -3.1835 0.1872 0.0308 -0.0257 0.1987
H -2.7208 -0.0730 0.8367 0.0318 0.4519 0.8663
H -1.6856 -3.6672 0.6826 0.0200 -0.0700 0.2864
S 2.3667 0.5555 -1.5366 -0.7042 0.3619 -0.5689
H 0.7369 -0.5576 -0.2560 -0.1931 -0.1873 0.2187
H -0.4398 1.3278 1.5261 -0.4481 0.4712 0.4444
C -0.1847 1.3401 -0.5694 -1.3961 -0.4125 -0.1298
```
Forces are in eV/Å.

Record 8
# C4H5FO

An isolated molecule of C4H5FO (ωB97M-V/def2-TZVPD, the OMol25 dataset).

Values from the calculation:
Lowest unoccupied orbital energy   0.6 eV
Orbital gap   10.3 eV
Structure (SMILES)   CC(=O)/C=C\F
Multiplicity   1

```
11
Properties=species:S:1:pos:R:3:forces:R:3
C 1.9921 -0.2582 0.0141 -1.1073 -1.3821 0.0348
H -1.9499 -0.4714 0.8639 0.0144 0.5432 -0.3593
F 2.6599 0.8618 -0.0571 -0.2011 0.8516 -0.0555
C 0.6645 -0.4668 0.0442 0.4536 1.2456 0.0914
H -2.4876 0.9226 -0.1917 0.1189 -0.3119 0.0980
C -0.3331 0.6549 0.0169 1.2088 -0.1355 0.1016
O 0.0728 1.8074 0.0606 -1.3750 -0.8910 -0.1170
H -1.8020 -0.6030 -0.8479 -0.1153 -0.3066 -0.7087
H 0.2787 -1.4775 0.1263 0.3974 0.0136 -0.1008
H 2.6610 -1.0877 0.0290 0.4730 -0.5983 0.0530
C -1.7566 0.1178 -0.0583 0.1324 0.9713 0.9624
```
Forces are in eV/Å.

Record 9
# C3H2NOS2

The ion C3H2NOS2 with charge -1 (ωB97M-V/def2-TZVPD, the OMol25 dataset).

Values from the calculation:
Lowest unoccupied orbital energy   3.4 eV
Orbital gap   7.6 eV
Charge   -1
Structure (SMILES)   [O-]C1=NC(=S)CS1
Multiplicity   1

```
9
Properties=species:S:1:pos:R:3:forces:R:3
C 0.8408 -1.3887 0.0001 0.0100 0.3107 -0.0013
H -0.3889 0.1501 -0.8875 -0.0002 -0.1767 0.1226
N 2.1507 -1.4426 0.0000 -0.0871 -1.6907 0.0017
C 2.8173 -0.3112 0.0002 -0.3698 1.7871 -0.0033
S 1.6033 1.1573 0.0000 0.3619 -0.1315 0.0008
O 3.9944 -0.0901 -0.0001 0.6646 0.0696 0.0013
H -0.3889 0.1502 0.8875 -0.0004 -0.1765 -0.1225
C 0.2290 0.0016 0.0000 -0.0119 0.6316 0.0005
S -0.1665 -2.6951 0.0000 -0.5671 -0.6237 0.0003
```
Forces are in eV/Å.